[1]
DFT (wB97M-V/def2-TZVPD) results for an isolated molecule of C21H22N4O6.

As for the spin multiplicity: 1. Its HOMO energy is -8.17 eV. The LUMO energy is 0.01603 Eh. As for the SMILES: CCCOC(=O)c1ccc(Oc2cn[nH]c2-c2ccc(OCC(=O)NN)cc2O)cc1. For the energy above the lowest of the compared OMol25 structures with the same formula, charge and spin, the calculation gives 0.6 kcal/mol. The frontier orbital gap is 8.61 eV. The calculated total energy comes out at -1483.894781 hartree. The charge is 0.

Positions of all 53 atoms, in Å:
C (4.720, 1.929, 1.453)
C (4.640, 1.285, 0.075)
C (4.011, 2.224, -0.953)
O (2.649, 2.502, -0.631)
C (1.713, 1.761, -1.224)
O (1.943, 0.919, -2.065)
C (0.352, 2.050, -0.724)
C (-0.744, 1.614, -1.465)
C (-2.020, 1.708, -0.953)
C (-2.211, 2.210, 0.334)
O (-3.408, 2.200, 0.979)
C (-4.340, 1.242, 0.682)
C (-5.725, 1.460, 0.762)
N (-6.387, 0.356, 0.477)
N (-5.473, -0.564, 0.217)
C (-4.201, -0.106, 0.333)
C (-3.027, -0.914, 0.040)
C (-1.815, -0.680, 0.686)
C (-0.639, -1.282, 0.283)
C (-0.657, -2.174, -0.783)
O (0.440, -2.796, -1.299)
C (1.703, -2.204, -1.065)
C (2.243, -2.419, 0.344)
O (3.049, -1.677, 0.873)
N (1.766, -3.525, 0.945)
N (2.247, -3.976, 2.189)
C (-1.876, -2.501, -1.372)
C (-3.049, -1.886, -0.975)
O (-4.234, -2.189, -1.578)
C (-1.128, 2.743, 1.036)
C (0.142, 2.663, 0.511)
H (3.728, 2.220, 1.790)
H (5.351, 2.816, 1.428)
H (5.134, 1.226, 2.171)
H (4.051, 0.367, 0.135)
H (5.640, 1.023, -0.274)
H (4.516, 3.194, -0.952)
H (4.054, 1.781, -1.953)
H (-0.576, 1.181, -2.439)
H (-2.866, 1.365, -1.528)
H (-6.234, 2.367, 1.015)
H (-5.741, -1.488, -0.079)
H (-1.791, 0.000, 1.521)
H (0.280, -1.033, 0.786)
H (1.694, -1.132, -1.296)
H (2.386, -2.695, -1.766)
H (1.169, -4.171, 0.449)
H (1.635, -3.639, 2.935)
H (3.158, -3.537, 2.328)
H (-1.882, -3.222, -2.177)
H (-4.076, -2.805, -2.304)
H (-1.305, 3.174, 2.009)
H (0.987, 3.035, 1.068)

---

[2]
DFT (wB97M-V/def2-TZVPD) results for a structure of composition C21H22N4PdS2SbSe4.

As for the expectation value of S²: 2.037. As for the spin multiplicity: 3. Its HOMO energy (spin up / spin down) is -4.15 / -4.49 eV. The LUMO energy (spin up / spin down) is 0.04948 / 0.04219 Eh. For the energy above the lowest of the compared OMol25 structures with the same formula, charge and spin, the calculation gives 21.4 kcal/mol. The frontier orbital gap (spin up / spin down) is 5.50 / 5.64 eV. The calculated total energy comes out at -11802.774740 hartree. The charge is -1.

Positions of all 55 atoms, in Å:
Pd (0.204, -2.748, -2.835)
S (0.466, -2.783, -0.533)
C (0.205, -1.112, -0.154)
N (0.247, -0.779, 1.175)
C (0.202, 0.630, 1.526)
C (-0.861, 1.291, 0.687)
N (-0.501, 1.114, -0.712)
C (-0.574, 2.317, -1.526)
C (0.565, 3.267, -1.236)
C (1.887, 2.858, -1.405)
C (2.930, 3.717, -1.101)
C (2.670, 4.995, -0.621)
C (1.360, 5.408, -0.447)
C (0.315, 4.543, -0.750)
C (0.026, -0.065, -1.134)
S (0.373, -0.231, -2.835)
C (-0.046, -1.729, 2.260)
C (-1.291, -1.370, 3.031)
C (-2.532, -1.528, 2.429)
C (-3.689, -1.185, 3.111)
C (-3.611, -0.685, 4.403)
C (-2.374, -0.528, 5.014)
C (-1.218, -0.868, 4.326)
H (1.177, 1.096, 1.343)
H (-0.034, 0.718, 2.584)
H (-0.911, 2.361, 0.892)
H (-1.844, 0.848, 0.875)
H (-1.530, 2.798, -1.310)
H (-0.586, 2.019, -2.572)
H (2.086, 1.861, -1.779)
H (3.953, 3.389, -1.239)
H (3.488, 5.666, -0.388)
H (1.147, 6.401, -0.070)
H (-0.711, 4.865, -0.610)
H (0.814, -1.764, 2.937)
H (-0.156, -2.710, 1.808)
H (-2.614, -1.935, 1.429)
H (-4.640, -1.318, 2.612)
H (-4.516, -0.420, 4.937)
H (-2.310, -0.141, 6.024)
H (-0.249, -0.753, 4.802)
N (3.089, -2.016, -3.124)
C (4.367, -2.320, -2.869)
C (4.469, -3.695, -2.910)
C (3.169, -4.133, -3.193)
N (2.343, -3.105, -3.333)
H (2.607, -1.119, -3.137)
H (5.095, -1.553, -2.667)
H (5.348, -4.293, -2.746)
H (2.795, -5.137, -3.304)
Se (-5.494, -2.194, -3.479)
Sb (-4.521, -1.926, -1.333)
Se (-2.017, -2.550, -2.513)
Se (-4.056, 0.307, -0.526)
Se (-4.508, -3.778, 0.188)

---

[3]
DFT (wB97M-V/def2-TZVPD) results for an isolated molecule of C21H22NO4P.

As for the spin multiplicity: 1. Its HOMO energy is -8.35 eV. The LUMO energy is 0.03018 Eh. As for the SMILES: CCCOc1ccccc1NP(=O)(Oc1ccccc1)Oc1ccccc1. For the energy above the lowest of the compared OMol25 structures with the same formula, charge and spin, the calculation gives 3.6 kcal/mol. The frontier orbital gap is 9.17 eV. The calculated total energy comes out at -1510.605431 hartree. The charge is 0.

Positions of all 49 atoms, in Å:
C (-2.703, -1.406, 3.957)
C (-1.319, -1.006, 4.450)
C (-0.306, -0.973, 3.302)
O (-0.608, 0.017, 2.339)
C (-0.076, 1.258, 2.457)
C (0.466, 1.804, 3.612)
C (0.914, 3.116, 3.626)
C (0.820, 3.901, 2.494)
C (0.306, 3.358, 1.328)
C (-0.126, 2.044, 1.295)
N (-0.646, 1.462, 0.120)
P (0.179, 0.199, -0.607)
O (0.874, -0.798, 0.198)
O (1.118, 1.045, -1.612)
C (2.137, 0.490, -2.350)
C (2.174, -0.855, -2.680)
C (3.216, -1.341, -3.450)
C (4.214, -0.492, -3.896)
C (4.171, 0.852, -3.566)
C (3.137, 1.347, -2.792)
O (-0.888, -0.362, -1.676)
C (-1.833, -1.314, -1.374)
C (-2.348, -2.056, -2.430)
C (-3.323, -3.005, -2.183)
C (-3.780, -3.218, -0.893)
C (-3.258, -2.475, 0.152)
C (-2.284, -1.519, -0.082)
H (-2.680, -2.413, 3.544)
H (-3.035, -0.721, 3.181)
H (-3.422, -1.383, 4.772)
H (-0.967, -1.720, 5.198)
H (-1.374, -0.022, 4.918)
H (-0.340, -1.917, 2.749)
H (0.713, -0.837, 3.681)
H (0.535, 1.217, 4.514)
H (1.329, 3.523, 4.536)
H (1.156, 4.926, 2.509)
H (0.250, 3.952, 0.427)
H (-0.897, 2.152, -0.578)
H (1.392, -1.507, -2.324)
H (3.244, -2.391, -3.702)
H (5.024, -0.877, -4.498)
H (4.947, 1.520, -3.909)
H (3.091, 2.391, -2.523)
H (-1.978, -1.879, -3.428)
H (-3.724, -3.582, -3.003)
H (-4.540, -3.961, -0.704)
H (-3.614, -2.636, 1.159)
H (-1.861, -0.931, 0.717)